Density functional theory data (ωB97M-V with the def2-TZVPD basis set) for a 7-piece molecular cluster, C23H59N4O6S6 overall.

```
98
Properties=species:S:1:pos:R:3
H -3.940 -5.633 -2.616
H 2.695 -4.803 -5.833
H -2.343 7.888 -5.620
C -1.290 4.392 -1.332
H 0.095 8.443 -5.851
H -3.095 7.103 -4.210
H 0.084 9.320 -4.291
O 3.765 6.475 -4.278
H 1.351 8.115 -4.630
H -4.007 -4.756 -1.057
C -0.073 5.416 -1.128
C -3.888 -5.732 -1.530
O -0.105 -4.070 0.992
H 2.334 -3.567 -4.604
H -1.079 -0.406 4.574
N -1.623 2.133 4.007
H 2.063 -8.074 -3.848
N -2.174 0.012 2.803
H -3.067 5.478 -0.537
H 0.405 5.673 -2.142
C -3.170 -1.152 4.920
H -2.430 8.748 -4.053
H 1.894 -3.316 3.032
O -2.107 -7.692 -1.849
H 2.100 -4.869 7.844
O -0.508 5.827 -4.859
C -2.020 1.354 2.851
H -0.195 -2.325 3.677
H -3.164 3.622 -0.340
H -0.236 -5.408 -1.677
C 1.938 -7.213 -4.506
H 1.939 3.425 -4.736
O 2.189 -3.909 5.051
H -1.011 2.180 -0.674
H -1.251 -2.178 2.194
H -0.917 2.450 -2.506
H 4.488 2.972 -4.528
H 4.774 4.243 -5.755
H -1.536 -1.109 6.553
H -2.836 0.256 6.675
H 0.474 2.932 -1.435
H 0.885 -7.109 -4.772
H 3.175 -1.201 7.185
H -3.216 -1.526 7.160
C -1.289 -5.156 -1.814
H 2.440 -6.598 1.054
C 2.224 -4.041 2.293
C -2.301 7.777 -4.536
H -1.895 -3.180 3.578
N -1.987 3.408 2.038
H -2.812 5.344 1.767
C -2.009 4.694 1.254
H 0.696 4.875 -0.459
C -2.652 -0.853 6.436
C 2.099 4.493 -4.902
S 3.483 5.058 -3.894
C -1.614 3.461 3.431
N -2.266 2.132 1.665
S -2.298 -6.443 -1.051
C 2.696 -3.972 7.668
C -1.912 -0.903 3.954
H -1.496 -4.198 -1.332
C -0.677 2.914 -1.478
H -0.470 6.327 -0.569
C 2.097 -4.574 -4.949
H -3.369 -2.286 4.908
H 2.665 -3.516 1.442
H -1.750 4.643 -2.360
H -1.368 4.449 3.953
C 3.216 -1.759 6.248
C 0.300 8.369 -4.782
H 2.671 -3.342 8.559
H 4.212 -2.184 6.107
H -1.509 -5.096 -2.882
C -2.475 4.529 -0.268
H -4.681 -6.399 -1.189
C -1.278 -2.258 3.339
S 0.795 -4.998 1.750
H 0.975 -6.654 0.043
H 2.959 -4.708 2.745
H 2.303 4.683 -5.957
S 1.981 -3.076 6.275
C 1.687 -5.996 0.542
C 4.732 4.023 -4.687
H -2.486 -0.362 1.895
H -4.097 -0.544 4.657
H 3.724 -4.259 7.439
S -0.713 7.070 -4.049
H 5.700 4.242 -4.234
H -2.571 1.828 0.738
H 1.205 5.046 -4.599
O 1.545 -5.494 -2.508
H 2.541 -7.356 -5.405
H -1.026 5.243 1.403
S 2.502 -5.739 -3.631
H 2.988 -1.089 5.418
H 2.161 -5.350 -0.197
H 1.034 -4.635 -5.188
```

Calculated values
Total charge   +1
Calculated total energy   -108050.7045 eV
Highest occupied orbital energy   -9.7 eV
Kohn-Sham gap   6.723 eV

These are the Löwdin partial charges, in e, on atoms 1 to 5: 0.054 0.054 0.063 -0.384 0.067

=====

Density functional theory data (ωB97M-V with the def2-TZVPD basis set) for C35H55N4OP2Re as an isolated structure.

```
98
Properties=species:S:1:pos:R:3
H -0.247 -2.079 -2.679
C -2.736 2.510 -0.120
H 0.985 -5.151 -0.843
H 2.334 4.948 -2.051
C 0.836 2.090 -2.482
H -0.772 -3.722 -3.118
H 3.035 1.917 -0.384
C -2.023 3.651 -2.193
H 1.711 -2.672 3.738
C -2.519 -0.530 1.549
C -1.946 -3.279 -0.781
H 2.947 -2.010 0.175
H -0.462 -5.322 0.208
H -2.213 2.721 -2.748
C 0.809 -3.119 1.840
O 2.583 0.751 1.789
C -0.441 -3.475 -0.999
H -3.998 1.040 -2.888
C -2.997 -0.094 3.863
H 2.577 -4.195 1.068
C -0.091 -4.949 -0.755
H -4.311 -0.503 -3.723
H -4.313 1.093 -4.634
H 2.089 -4.610 2.715
H 3.738 -0.623 -4.749
H 1.296 3.202 1.461
H -4.333 -1.135 2.507
H -1.124 -4.197 1.879
C 3.194 -1.352 -2.785
H -2.500 -4.026 -1.371
H -3.621 -0.181 4.751
P 0.046 2.265 -0.808
N -0.952 1.607 6.201
C -1.321 1.154 5.177
H -0.761 5.318 -0.348
C -3.379 -0.631 2.644
C 2.274 -1.248 -1.745
C 1.629 0.480 1.115
C -2.353 0.253 -4.071
H 0.806 5.488 -1.327
H -2.243 -3.374 0.271
C -3.858 0.491 -3.845
H 0.827 4.318 -2.664
N -1.305 0.071 1.645
H -1.290 4.258 -2.735
H -2.918 1.560 -0.635
H -2.198 -1.898 -4.001
C 1.706 -4.366 1.713
N 1.399 -0.200 -1.710
C 1.523 -2.145 2.789
C -1.917 -1.081 -4.681
H -0.644 1.213 -5.106
H -2.267 -2.298 -1.133
H -0.378 -3.900 3.456
H -2.524 2.301 0.934
H 0.928 -3.416 -2.725
H 3.965 -2.118 -2.720
H -0.592 -5.550 -1.532
H 3.644 3.492 -0.968
H 1.940 1.118 -4.768
C 1.334 4.621 -1.735
C 2.209 -2.259 -0.611
N -1.674 -0.338 -1.587
C -0.103 -3.145 -2.461
H -2.420 5.069 0.191
H -1.163 -2.560 2.589
P 0.499 -2.238 0.161
H 1.171 -5.252 1.359
H 2.493 -1.813 2.396
C -2.069 0.032 -2.642
H 0.022 1.159 2.853
H 0.904 -1.266 3.017
C 1.616 3.973 0.742
C -1.438 4.579 0.091
H 2.670 4.192 0.950
H -2.952 4.245 -2.159
H 2.464 -3.271 -0.968
C -0.941 0.641 2.819
C -1.725 1.363 -4.949
H -2.805 -0.922 0.568
H 2.866 2.401 -2.092
C 2.094 0.473 -3.897
H -2.204 1.326 -5.949
C 2.839 2.760 -1.052
C 3.064 -0.515 -3.895
C 1.527 3.488 -0.699
C 1.375 0.778 -2.713
C -1.601 3.317 -0.764
Re 0.150 0.070 -0.017
C -0.551 -3.464 2.460
H -2.357 -1.255 -5.669
H -3.666 3.102 -0.166
H 1.033 4.883 0.904
C -1.775 0.571 3.938
H -1.093 4.323 1.100
H 0.314 2.582 -3.315
H -0.816 -1.078 -4.771
H -1.869 2.382 -4.570
```

Calculated values
Total charge   +3
Calculated total energy   -65875.8728 eV
Highest occupied orbital energy (spin up / spin down)   -16.8 / -17.8 eV
Kohn-Sham gap (spin up / spin down)   7.879 / 6.076 eV
Spin multiplicity   4

These are the Löwdin partial charges, in e, on atoms 1 to 5: 0.037 -0.103 0.090 0.112 -0.167

=====

Density functional theory data (ωB97M-V with the def2-TZVPD basis set) for C4H9N2 as an isolated structure.

```
15
Properties=species:S:1:pos:R:3
H 2.421 -1.108 -0.042
H 2.891 0.518 0.179
H 1.967 0.108 -1.298
C -0.192 -0.971 0.247
N -2.628 -0.037 0.117
H -0.011 -1.368 -0.885
C -0.134 1.049 0.311
N 0.894 0.079 0.625
H -0.592 1.599 1.142
H -3.084 -0.914 0.182
H 0.183 1.730 -0.560
H -0.008 -1.852 1.017
C -1.352 -0.014 -0.004
C 2.074 -0.090 -0.116
H -3.075 0.842 -0.123
```

Calculated values
Total charge   +1
Calculated total energy   -7264.0172 eV
Highest occupied orbital energy   -13.7 eV
Kohn-Sham gap   8.709 eV

These are the Löwdin partial charges, in e, on atoms 1 to 5: 0.088 0.076 0.139 -0.077 0.264

=====

Which value of calculated total energy does entry 2 give?
-65875.8728 eV